{"formula": "C3H4F8P4", "method": "ωB97M-V/def2-TZVPD", "relative_energy_kj_mol": 181.0, "homo_ev": [-8.986, -8.988], "lumo_energy_ev": [-1.42, -1.42], "charge": 0, "elements": ["C", "C", "C", "F", "F", "F", "F", "F", "F", "F", "F", "P", "P", "P", "P", "H", "H", "H", "H"], "positions_angstrom": [[2.674, -0.596, -0.292], [-1.883, -0.699, 0.651], [1.770, 0.531, 0.136], [-0.396, -2.380, -0.569], [-1.393, -0.754, -1.801], [-3.289, 1.015, 1.651], [-3.936, 0.413, -0.562], [2.576, 2.648, -1.172], [0.218, 2.447, -0.591], [-0.331, 1.129, 1.592], [0.677, -0.995, 1.719], [-1.920, -1.842, -0.787], [-2.570, 0.862, 0.125], [1.351, 1.594, -1.352], [0.140, 0.007, 0.617], [2.000, -1.404, -0.380], [3.267, -0.243, -1.188], [3.259, -0.745, 0.579], [-2.214, -0.990, 1.623]], "forces_ev_per_angstrom": [[0.146, 2.014, -0.407], [2.488, -0.157, -2.593], [-2.809, 0.778, -2.446], [-0.353, -0.680, 0.074], [-0.343, 0.868, -1.035], [0.786, 0.632, -1.648], [0.001, -0.297, -0.397], [-0.520, -0.432, -0.215], [-0.033, 0.213, -0.459], [-0.221, 0.752, 0.088], [-0.778, -0.857, -0.153], [0.965, -0.627, 1.175], [-2.267, 1.169, 2.557], [1.133, 0.733, 1.102], [0.852, -0.469, 3.275], [0.246, -1.587, -0.904], [-0.510, -1.148, 0.863], [1.175, -0.535, 0.502], [0.042, -0.371, 0.621]], "lowdin_charge": [-0.179, -0.570, -0.451, -0.325, -0.318, -0.314, -0.278, -0.296, -0.338, -0.191, -0.164, 0.836, 0.838, 0.820, 0.691, 0.034, 0.089, 0.068, 0.048]}